{"formula": "C17H29NO9PS", "method": "ωB97M-V/def2-TZVPD", "symbols": ["C", "C", "O", "O", "C", "C", "C", "O", "O", "C", "C", "C", "C", "N", "C", "O", "S", "O", "O", "C", "P", "C", "C", "H", "H", "H", "H", "H", "H", "H", "H", "H", "H", "H", "H", "H", "H", "H", "H", "H", "H", "H", "H", "H", "H", "H", "O", "C", "O", "C", "C", "C", "H", "H", "H", "H", "H", "H"], "coordinates": [[5.343, -1.747, 1.512], [4.030, -2.743, 1.222], [4.219, -3.804, 0.435], [2.789, -2.369, 1.917], [1.637, -2.279, 1.003], [1.573, -0.832, 0.166], [2.294, 0.267, 1.183], [3.342, 1.055, 0.809], [1.895, 0.446, 2.619], [2.328, -0.995, -1.279], [2.377, 0.398, -2.182], [3.992, 0.746, -2.441], [4.182, 2.265, -3.029], [3.927, 3.324, -1.978], [1.678, -2.140, -2.273], [0.291, -1.834, -2.711], [-0.770, -1.686, -1.385], [-0.964, -3.108, -0.747], [-2.143, -1.192, -1.986], [-0.009, -0.435, -0.183], [-1.102, -0.177, 1.360], [-2.911, -0.725, 1.102], [-1.103, 1.658, 1.935], [4.903, -0.717, 1.922], [6.019, -2.159, 2.404], [5.952, -1.526, 0.534], [1.681, -3.213, 0.300], [0.670, -2.435, 1.686], [3.461, -1.323, -1.112], [1.893, 1.323, -1.643], [1.932, 0.222, -3.272], [4.635, 0.624, -1.445], [4.483, -0.020, -3.211], [3.485, 2.474, -3.972], [5.289, 2.372, -3.394], [3.728, 4.206, -2.539], [4.813, 3.526, -1.462], [1.780, -3.241, -1.877], [2.331, -2.101, -3.271], [-0.019, 0.603, -0.772], [-3.408, -0.162, 0.174], [-3.060, -1.888, 1.070], [-3.518, -0.344, 2.048], [-1.194, 1.644, 3.110], [-2.044, 2.253, 1.531], [-0.087, 2.185, 1.666], [-5.288, -0.533, 2.816], [-5.870, 0.218, 2.051], [-5.603, 0.316, 0.715], [-6.392, 1.364, 0.155], [-7.550, 1.540, 1.103], [-6.940, 1.194, 2.437], [-5.774, 2.265, 0.082], [-6.725, 1.080, -0.847], [-7.986, 2.542, 1.068], [-8.340, 0.819, 0.862], [-6.476, 2.064, 2.911], [-7.672, 0.733, 3.105]], "forces_ev_per_angstrom": [[-1.3, 0.9, 1.2], [1.6, -3.3, -2.4], [-1.9, 6.2, 4.5], [2.7, -0.6, -3.1], [-1.6, -1.0, -0.1], [0.0, -1.1, 0.3], [2.8, 4.8, 5.3], [-5.0, -4.5, 0.2], [0.8, -1.8, -7.8], [0.3, 0.2, -0.8], [1.7, -0.1, -0.1], [0.1, 0.3, -0.1], [0.8, -0.7, -0.5], [0.4, 0.9, -1.7], [1.9, -0.2, -0.2], [0.0, 0.3, 2.7], [-5.3, -3.3, -0.9], [1.7, 5.2, -1.9], [5.7, -1.0, 2.0], [0.8, 1.8, -1.3], [-0.1, -1.3, 2.3], [-1.2, 1.4, -0.7], [-0.5, 1.1, -0.2], [0.9, -2.2, -1.1], [-1.5, 0.5, -2.2], [-1.3, -0.9, 2.0], [-0.1, 1.9, 1.1], [2.3, 0.8, -1.5], [-2.5, 0.6, -0.2], [1.0, -1.9, -1.1], [0.6, 0.4, 2.5], [-1.7, 0.5, -1.9], [-1.3, 1.5, 1.4], [1.3, -0.6, 2.1], [-1.9, -0.4, 0.3], [0.4, -1.3, 1.2], [-1.1, -0.4, -0.5], [-0.5, 2.2, -0.5], [-1.6, 0.0, 2.1], [0.2, -2.4, 0.8], [1.1, -1.7, 1.9], [0.6, 2.4, -0.2], [1.9, -0.9, -2.0], [0.3, -0.2, -2.4], [2.0, -1.0, 0.6], [-2.0, -1.1, 0.5], [-1.3, 1.0, -1.3], [1.1, -1.2, 1.2], [-0.3, -0.3, 0.8], [0.0, 0.3, -0.6], [-0.8, 0.4, -0.1], [-0.6, 0.1, 0.0], [0.0, -0.1, 0.0], [0.3, -0.1, 0.2], [0.1, -0.1, -0.1], [0.1, 0.1, 0.0], [0.0, -0.1, 0.1], [0.4, 0.1, 0.2]], "total_charge": -1, "multiplicity": 1, "e_lumo_ev": 2.23}



{"formula": "C7H17NO", "method": "ωB97M-V/def2-TZVPD", "symbols": ["C", "C", "C", "C", "C", "O", "N", "H", "H", "H", "H", "H", "H", "H", "H", "H", "H", "H", "C", "C", "H", "H", "H", "H", "H", "H"], "coordinates": [[-0.028, -1.042, 1.234], [0.598, -2.389, 1.111], [-2.473, -1.971, 1.068], [-1.701, 1.597, -0.290], [-2.178, 0.372, 0.472], [-3.386, 0.279, 0.670], [-1.534, -0.796, 0.791], [0.119, -0.768, 2.274], [0.412, -0.159, 0.670], [-0.205, -3.037, 1.409], [1.804, -2.652, 1.469], [-3.449, -1.713, 0.617], [-1.727, 1.369, -1.390], [1.050, -2.879, 0.247], [-2.293, -2.793, 0.261], [-2.356, -2.087, 2.159], [-2.395, 2.419, -0.056], [-0.718, 1.913, -0.002], [2.154, 1.214, -1.428], [3.107, 2.343, -1.716], [1.035, 1.500, -0.990], [1.988, 0.637, -2.415], [2.481, 0.480, -0.651], [2.713, 2.786, -2.769], [2.864, 3.150, -0.914], [4.117, 2.225, -1.830]], "forces_ev_per_angstrom": [[-0.6, 4.1, -1.9], [3.3, -2.1, -0.6], [0.9, 0.7, -2.5], [0.1, -0.3, -0.1], [-1.7, -1.1, 0.1], [-0.6, 1.9, -0.4], [2.3, -2.7, 0.4], [-0.7, 0.1, 0.3], [0.3, -1.3, 0.5], [0.5, -1.1, 0.9], [-3.6, 1.5, 1.2], [0.3, 0.2, 1.6], [0.1, 0.2, 1.1], [-1.6, 0.9, -1.8], [0.9, 0.6, 2.2], [-0.8, -1.0, -0.7], [0.2, -0.5, -0.2], [0.7, 0.1, 0.0], [-2.5, -2.2, 0.1], [-5.0, 3.8, -0.7], [3.1, -0.2, -1.5], [0.0, 0.6, 1.7], [0.1, 0.5, -0.7], [1.1, -0.6, 2.4], [0.9, -1.0, -1.5], [2.4, -1.0, 0.1]], "smiles": "CCN(C)C(C)=O.CC", "total_charge": 0, "relative_energy_kj_mol": 469.9, "multiplicity": 1, "e_lumo_ev": 0.76}



{"formula": "C3H3N3O2", "method": "ωB97M-V/def2-TZVPD", "symbols": ["C", "C", "C", "H", "H", "H", "N", "N", "N", "O", "O"], "coordinates": [[-0.736, 0.357, 0.021], [-1.240, -0.948, -0.034], [1.881, 0.596, 0.082], [-2.205, 1.644, -0.264], [-2.206, -1.618, -0.607], [1.649, 1.634, 0.287], [-1.094, 1.612, -0.012], [-0.320, -1.901, 0.009], [0.590, 0.009, 0.565], [0.805, -1.274, 0.219], [2.876, -0.112, -0.266]], "forces_ev_per_angstrom": [[1.1, 3.8, 1.9], [-4.0, -6.8, -3.4], [1.8, -2.7, 0.1], [3.5, -0.1, 0.7], [2.3, 3.2, 2.1], [1.4, 0.9, -0.7], [-3.0, -2.4, -1.1], [-1.8, 2.3, -0.2], [1.9, 1.0, -2.4], [1.6, -3.3, 1.3], [-4.8, 4.1, 1.6]], "smiles": "[H]/N=c1\\cnon1C=O", "total_charge": 0, "relative_energy_kj_mol": 704.7, "multiplicity": 1, "e_lumo_ev": -0.65}



no.,frontier orbital gap (eV),highest occupied orbital energy (eV),calculated total energy (hartree)
1,6.5,-4.255,-2136.33434
2,9.7,-8.933,-406.75135
3,9.0,-9.628,-430.65259